{
  "formula": "C43H34ClILaO3PTe",
  "method": "ωB97M-V with the def2-TZVPD basis set",
  "elements": ["La", "I", "Te", "Cl", "P", "O", "O", "O", "C", "C", "C", "C", "C", "C", "C", "C", "C", "C", "C", "C", "C", "C", "C", "C", "C", "C", "C", "C", "C", "C", "C", "C", "C", "C", "C", "C", "C", "C", "C", "C", "C", "C", "C", "C", "C", "C", "C", "C", "C", "C", "C", "H", "H", "H", "H", "H", "H", "H", "H", "H", "H", "H", "H", "H", "H", "H", "H", "H", "H", "H", "H", "H", "H", "H", "H", "H", "H", "H", "H", "H", "H", "H", "H", "H", "H"],
  "xyz": [[-0.630, 1.264, 1.156], [-1.368, -1.120, -1.798], [-2.229, -0.656, 3.194], [-6.181, -1.697, -3.447], [1.728, 0.359, -0.581], [-1.389, 3.304, 0.112], [-3.914, 3.280, -1.617], [-2.867, 2.290, 1.353], [1.703, -4.897, -2.009], [-1.781, -3.436, 4.055], [1.566, -2.475, -1.531], [2.298, -1.244, -1.249], [0.433, 3.915, -2.068], [-3.732, 3.857, -0.332], [-0.497, -5.172, 3.076], [2.310, -3.667, -1.769], [0.097, -2.632, -1.683], [-5.922, 0.176, -1.508], [0.794, 2.560, -4.020], [-5.340, 1.378, -1.082], [0.899, 2.927, -1.270], [1.345, 1.715, -1.828], [-4.709, 0.406, -3.591], [1.716, 1.416, 5.179], [-2.599, 3.132, 0.466], [-1.468, -2.573, 2.999], [3.435, 0.716, 1.666], [-0.437, 1.523, 4.100], [-4.168, 1.584, -3.192], [-5.619, -0.211, -2.791], [-0.668, -3.069, 1.926], [1.252, 1.545, -3.216], [-0.454, 0.120, 3.991], [3.113, 1.084, 0.308], [3.994, 2.039, -0.281], [3.781, -3.643, -1.761], [-0.190, -4.371, 1.972], [0.650, 2.152, 4.693], [0.374, 3.745, -3.431], [5.122, 2.531, 0.421], [4.442, -2.451, -1.677], [1.617, 0.006, 5.058], [4.533, 1.201, 2.313], [-0.495, -3.930, -1.760], [5.369, 2.162, 1.687], [-1.323, -4.750, 4.125], [-4.501, 2.029, -1.898], [0.580, -0.613, 4.452], [0.342, -5.051, -1.975], [-3.264, 2.350, -4.143], [3.655, -1.280, -1.314], [-3.754, 3.230, -4.532], [4.260, -4.535, -1.895], [-6.663, -0.350, -0.903], [-3.524, 4.848, -0.551], [0.665, 3.213, 4.786], [-2.286, -2.911, 4.824], [-1.684, -5.449, 4.911], [0.525, -1.686, 4.333], [3.870, 2.247, -1.372], [5.531, -2.415, -1.686], [1.690, 0.653, -3.628], [-1.545, -3.973, -1.707], [2.577, 1.854, 5.700], [2.426, -0.655, 5.426], [-2.317, 2.750, -3.791], [-0.200, -6.201, 3.147], [0.110, 4.893, -1.748], [-5.434, 1.651, -0.039], [-1.384, 2.009, 3.987], [-0.510, -2.535, 1.013], [-3.040, 1.640, -4.931], [1.046, 3.109, -0.225], [-4.661, 0.133, -4.567], [4.761, 0.965, 3.333], [2.702, 0.046, 2.088], [0.351, -4.758, 1.153], [0.142, 4.590, -4.059], [4.263, -0.427, -1.222], [2.355, -5.717, -2.282], [-4.629, 3.778, 0.300], [-0.035, -6.077, -2.154], [5.760, 3.183, -0.169], [6.294, 2.637, 2.078], [0.934, 2.432, -5.100]],
  "forces_ev_per_a": [[0.0668, 0.2138, -0.7420], [0.3392, 0.4960, 0.4431], [-0.4043, -0.3863, -0.2634], [-0.7543, -0.7149, 0.0393], [-0.9068, 0.5874, -0.2813], [0.0908, -0.1251, 0.4108], [0.2716, -0.3518, -0.0094], [-0.2591, -0.6853, 0.5835], [-0.5165, -0.1580, -0.2484], [0.5875, 0.7528, -0.2874], [-2.1072, 0.2370, -0.5344], [0.0158, -0.1613, -0.2139], [-0.6749, 1.4015, -0.9717], [-0.9445, -2.9316, 0.8346], [-0.7223, -0.3375, 0.5798], [1.6800, 0.9239, 0.5388], [1.0520, -1.8325, 0.7844], [-0.3418, 0.5114, -0.2471], [0.4988, 0.0996, -0.5357], [-0.6421, -1.4959, 1.6295], [0.9121, -1.5479, 0.1934], [-0.5750, -0.6224, 0.2130], [-0.5693, 1.7545, 1.4947], [-0.0862, -1.3926, 0.0650], [-0.5592, 0.9159, -1.5150], [1.0045, -1.6957, -0.9706], [-1.4570, 0.0317, -1.9483], [0.1162, -0.9704, 0.3284], [1.1300, 1.3105, 0.6475], [-0.4416, -1.7409, 0.8446], [-0.9414, -0.0121, 0.8467], [0.6959, -0.5837, 1.1302], [-1.4674, 1.7729, -0.4909], [2.3611, 1.5057, 0.8780], [-0.4323, -1.3066, -0.5187], [-2.3169, 3.0056, -0.1059], [-0.8131, 0.4689, 1.4275], [0.5464, 0.2282, 0.0432], [0.4600, -0.1822, -1.0112], [-1.6724, 0.1997, -2.9146], [-1.2944, -0.1597, 1.1306], [2.5860, 0.6909, 1.0167], [0.8921, 1.3845, 0.2176], [2.6126, 1.7530, -0.2768], [0.9484, -0.3568, 1.0930], [-0.1835, 0.1734, -0.5366], [1.9496, 2.2045, -0.9737], [-0.2034, -1.6384, -0.4813], [-0.2397, -0.6572, -0.0005], [-0.1988, -0.3859, 0.1738], [1.4203, -2.0246, -1.5466], [-0.4476, 0.1250, -0.3339], [1.2777, -2.1932, -0.3869], [0.4243, 0.0480, -0.1639], [0.6902, 1.8795, -0.0366], [-0.1142, 0.6683, 0.1379], [-0.8506, -0.4493, 1.0612], [0.6072, 0.7299, -0.5977], [0.2931, -0.1559, 0.1981], [0.0929, 0.1876, 1.1149], [-0.3104, 0.1806, -0.1166], [-0.1678, -0.3213, -0.3053], [-1.0957, -0.4069, -0.1754], [-0.5184, -0.0605, -0.3951], [-0.4347, 0.7043, -0.0634], [0.0401, -0.3421, 0.6932], [0.4244, -0.2844, -0.3751], [0.0957, -0.0675, 0.7008], [-0.3275, 0.3559, -0.0660], [-0.3901, 0.8514, -0.3715], [0.1345, 0.6247, -0.3263], [0.0806, 0.2417, -0.4734], [0.0951, 0.2169, 0.6619], [0.6529, -1.1315, -2.6988], [-0.1053, -0.4103, 0.3394], [0.2608, -0.4100, 0.7087], [0.6080, -0.3694, -0.6958], [-0.3355, 0.0524, -0.0591], [0.3136, 1.1823, 0.4981], [-0.1448, -0.1577, 0.1805], [0.0842, 0.1274, -0.2605], [-0.1669, 0.9355, 0.2165], [0.1073, 0.0665, 0.4690], [-0.8876, -0.8445, 0.5640], [-0.4977, 0.2609, 0.3950]],
  "mulliken_charge": [1.65, 0.53, 0.44, -0.20, 0.42, -0.66, -0.40, -0.55, -0.49, -0.14, 0.47, 0.77, -0.96, -1.02, -0.37, 0.46, 0.00, -0.89, -0.52, -0.37, -0.97, 0.37, -1.15, -0.71, 1.19, -0.57, -0.48, -1.13, 0.67, 0.30, 0.99, -0.62, 0.55, 0.17, -0.06, -1.06, -0.53, -0.78, -0.75, -0.64, -1.15, -0.47, -0.69, -0.74, -0.51, -0.91, 0.73, -0.42, -1.02, -1.13, -0.53, 0.39, 0.56, 0.46, 0.49, 0.58, 0.48, 0.39, 0.49, 0.35, 0.41, 0.52, 0.58, 0.48, 0.38, 0.01, 0.42, 0.48, 0.37, 0.89, -0.11, 0.42, 1.33, 0.65, 0.48, 0.52, 0.45, 0.45, 0.48, 0.46, 0.34, 0.39, 0.43, 0.36, 0.46],
  "orbital_gap_ev": 6.3,
  "e_above_lowest_kcal_mol": 18.2,
  "homo_energy_ev": -12.47,
  "total_charge": 2,
  "energy_ha": -3283.03539
}